No. 1
The following is a DFT calculation (wB97M-V/def2-TZVPD) of a cluster of 2 separate species, C4H12NO2 in total at a distorted geometry.

Cartesian coordinates (Å):
C 1.227 -1.337 1.439
C 0.356 -0.253 0.767
C -1.061 -0.455 1.242
C -2.261 0.357 0.504
O -2.176 0.642 -0.692
N 0.511 -0.346 -0.809
H 1.076 -2.401 1.124
H 0.943 -1.256 2.542
H 2.266 -1.330 1.177
H 0.744 0.600 1.172
H -1.067 -0.028 2.373
H -1.381 -1.480 1.339
H -3.044 0.663 1.056
H 0.585 -1.252 -1.198
H 1.352 0.213 -1.086
H -0.272 0.126 -1.088
H 2.535 2.194 -1.592
H 1.959 1.372 -2.886
O 2.321 1.248 -1.930

Output
- E_HOMO: -14.21 eV
- Charge: +1
- Spin multiplicity: 1
- Energy: -9919.97123 eV
- Energy relative to the best compared isomer or geometry (same formula, charge and spin): 52.1 kcal/mol
- Orbital gap: 11.0384 eV

---

No. 2
The following is a DFT calculation (wB97M-V/def2-TZVPD) of an isolated molecule of C20H22F3N3S.

Cartesian coordinates (Å):
C 2.902 4.319 1.855
C 4.013 3.713 0.995
C 3.823 2.230 0.860
C 3.049 1.702 -0.166
C 2.833 0.342 -0.272
C 3.381 -0.527 0.668
N 3.195 -1.913 0.596
C 2.241 -2.604 -0.100
S 2.669 -4.041 -0.800
N 0.983 -2.105 -0.161
C -0.021 -2.755 -0.975
C -0.916 -1.680 -1.586
N -1.534 -0.893 -0.541
C -2.831 -0.444 -0.631
C -3.223 0.814 -0.154
C -4.541 1.222 -0.208
C -5.520 0.405 -0.746
C -5.140 -0.840 -1.227
C -6.170 -1.779 -1.785
F -7.278 -1.157 -2.214
F -5.710 -2.495 -2.827
F -6.581 -2.683 -0.871
C -3.827 -1.271 -1.166
C -0.549 -0.238 0.286
C 0.389 -1.296 0.881
C 4.176 -0.009 1.687
C 4.388 1.353 1.778
H 2.906 3.874 2.848
H 3.043 5.393 1.956
H 1.930 4.137 1.403
H 3.999 4.180 0.009
H 4.980 3.921 1.458
H 2.623 2.366 -0.905
H 2.262 -0.057 -1.096
H 4.017 -2.470 0.791
H 0.478 -3.332 -1.755
H -0.621 -3.439 -0.362
H -1.671 -2.142 -2.217
H -0.297 -1.025 -2.219
H -2.489 1.496 0.246
H -4.809 2.199 0.165
H -6.548 0.723 -0.798
H -3.589 -2.260 -1.522
H -1.040 0.273 1.114
H 0.038 0.494 -0.287
H 1.159 -0.811 1.479
H -0.204 -1.952 1.536
H 4.626 -0.681 2.403
H 5.007 1.740 2.575

Output
- E_HOMO: -8.14 eV
- Spin multiplicity: 1
- Energy: -44556.29660 eV
- SMILES string: CCc1ccc(NC(=S)N2CCN(c3cccc(C(F)(F)F)c3)CC2)cc1
- Energy relative to the best compared isomer or geometry (same formula, charge and spin): 0.0 kcal/mol
- Orbital gap: 8.6323 eV